Record 1
# C8H22BrCuN2O2

A molecular structure, C8H22BrCuN2O2 in a non-equilibrium geometry (wB97M-V/def2-TZVPD, the OMol25 dataset).

The geometry in XYZ format:
```
36
Properties=species:S:1:pos:R:3:forces:R:3
H 5.9076 -0.0043 -1.2958 0.1 0.2 -0.2
C -1.9704 -0.9174 1.9264 -0.2 0.0 0.0
H -1.4084 0.5464 -0.5951 -0.1 0.1 0.3
H 3.2441 3.0252 -0.9240 -0.2 0.1 0.0
H -5.0200 0.2950 -0.4731 0.2 0.3 -0.2
H -5.0882 -1.4374 -0.6435 0.1 -0.1 -0.2
Br 2.2513 -1.6040 0.9355 0.4 -0.8 -0.1
C 3.2113 3.0776 0.1641 0.6 -0.2 -0.4
H 3.5128 1.6053 1.6569 0.6 0.0 0.0
H 3.9484 3.8122 0.4734 -0.1 -0.1 0.4
H -3.8095 0.0738 1.4127 -0.1 0.0 0.0
H -2.7684 -1.8977 -2.1156 0.1 0.2 0.0
H -4.4622 -0.4947 -2.0246 -0.2 0.2 0.0
H -2.6184 0.9174 -1.7779 -0.4 -0.2 0.0
H 2.2053 3.2892 0.5062 0.0 0.1 0.1
C 4.9862 1.2917 0.0502 0.2 -1.4 0.4
O 5.9398 1.5818 0.6621 0.0 0.6 0.2
H 2.8662 1.1190 0.1975 0.4 -0.3 0.4
H -2.3177 -0.8588 2.9599 0.0 0.2 0.0
H -2.9047 1.3799 -0.0764 0.0 0.1 -0.1
H -3.8331 -1.7088 1.2232 -0.1 0.1 0.4
H 4.7015 1.0807 -2.0443 0.1 -0.2 -0.1
Cu 3.7440 -3.7444 0.1496 -0.2 0.2 0.2
C 4.9228 0.4427 -1.1846 0.1 0.4 -0.1
H -1.3595 -1.7134 -1.0320 0.0 0.0 0.0
H -0.4712 -2.2178 1.4387 -0.4 0.5 0.1
N 3.6105 1.6680 0.6399 -1.3 1.2 -1.0
H -2.7386 -2.7326 -0.5582 0.1 -0.1 -0.1
N -3.1082 -0.6976 -0.4095 -1.1 2.1 -0.4
C -2.4377 -1.8275 -1.0832 -0.2 -0.6 0.3
C -2.4896 0.6278 -0.7374 1.2 -0.2 -0.1
O -1.3627 -2.1935 1.8080 0.1 -0.3 -0.4
C -4.5296 -0.5500 -0.9447 0.0 -1.1 0.5
C -3.2468 -0.7988 1.0947 0.5 -1.0 -0.2
H 4.1895 -0.3633 -1.1422 -0.2 0.2 0.1
H -1.2966 -0.0716 1.7631 0.1 -0.1 -0.1
```
Forces are in eV/Å.

Summary:
* HOMO energy (alpha / beta): -19.2 / -19.2 eV
* lowest unoccupied orbital energy (alpha / beta): -11.66 / -15.24 eV
* net charge: +3
* gap between HOMO and LUMO (alpha / beta): 7.58 / 3.94 eV
* ΔE to the lowest compared entry with this formula, charge and spin: 5.1 kcal per mole
* 2S+1: 2
* expectation value of S²: 0.753

Mulliken atomic charge list, values in e, 6 entries: 0.35 -0.48 0.35 0.38 0.40 0.43

Record 2
# CH5O2Tl

A molecular structure, CH5O2Tl in a non-equilibrium geometry (wB97M-V/def2-TZVPD, the OMol25 dataset).

The geometry in XYZ format:
```
9
Properties=species:S:1:pos:R:3:forces:R:3
H -0.9871 -3.1812 -0.9011 -0.4 0.1 1.0
H -1.5107 -4.1066 1.5154 -2.1 0.1 -0.8
O -2.4967 -4.0043 1.2652 5.2 -3.5 -1.2
H -0.8773 -1.8380 0.4454 -0.5 -0.9 -0.2
Tl -3.7888 -2.8569 2.0203 -3.8 3.2 2.1
C -0.4392 -2.7033 -0.0784 2.5 -0.5 0.5
O 0.1036 -3.7703 0.8802 -1.1 1.4 -1.5
H 0.6069 -3.3234 1.5652 0.1 0.2 -0.1
H 0.4443 -2.2715 -0.5750 0.0 -0.2 0.1
```
Forces are in eV/Å.

Summary:
* HOMO energy: -8.5 eV
* lowest unoccupied orbital energy: 0.25 eV
* gap between HOMO and LUMO: 8.74 eV
* ΔE to the lowest compared entry with this formula, charge and spin: 20.8 kcal per mole

Mulliken atomic charge list, values in e, 6 entries: 0.24 0.38 -0.73 0.24 0.37 -0.52

Record 3
# C3H3BrO2

C3H3BrO2 in the gas phase in a non-equilibrium geometry (wB97M-V/def2-TZVPD, the OMol25 dataset).

The geometry in XYZ format:
```
9
Properties=species:S:1:pos:R:3:forces:R:3
H -0.0150 0.9523 1.6297 -0.5 0.3 -0.1
C -0.3587 0.3808 -0.4645 0.0 0.3 -0.3
O 0.4862 -1.2442 -2.0028 0.4 0.6 -0.1
O -1.0831 1.0480 -1.1494 0.0 0.1 0.4
Br 2.5371 -0.1411 -0.4428 -0.3 0.1 -0.3
C 0.7290 -0.3946 -1.2235 0.0 -1.2 0.9
H -1.6391 0.0035 1.1882 1.6 1.3 0.0
H -0.1480 -0.7933 1.4314 0.4 0.7 -0.8
C -0.5086 0.1885 1.0337 -1.7 -2.2 0.3
```
Forces are in eV/Å.

Summary:
* HOMO energy: -10.3 eV
* lowest unoccupied orbital energy: -0.34 eV
* gap between HOMO and LUMO: 9.93 eV
* ΔE to the lowest compared entry with this formula, charge and spin: 0.3 kcal per mole

Mulliken atomic charge list, values in e, 6 entries: 0.30 0.58 -0.37 -0.45 -0.18 0.41

Record 4
# CaH16O8

A molecular structure, CaH16O8 in a non-equilibrium geometry (wB97M-V/def2-TZVPD, the OMol25 dataset).

The geometry in XYZ format:
```
25
Properties=species:S:1:pos:R:3:forces:R:3
O -1.9508 -1.5003 -0.4305 0.6 1.7 1.0
H -1.6538 -0.5693 2.3065 -1.0 0.6 0.6
H 1.9722 -2.6793 0.3565 -2.1 0.9 0.1
H 0.4252 -1.5933 -2.8405 -0.4 -0.5 0.2
O 1.0152 -2.3313 0.3975 2.3 -0.6 -0.2
H 1.0312 -0.2403 -2.8295 -0.7 -0.2 0.6
H -2.1088 1.9967 -0.9675 0.8 -0.2 0.6
H -0.4178 2.3897 2.2325 0.0 0.1 0.9
H -2.1218 -2.3373 -0.7805 -0.2 -2.1 -1.9
O 1.9832 0.1407 1.4865 -0.2 -0.4 -2.3
H -2.3608 -1.6533 0.4145 -0.5 0.5 0.8
Ca 0.1202 0.0867 -0.0085 -0.2 -0.6 -0.4
O -1.3898 1.4877 -1.4025 -1.4 1.0 0.9
H 1.8662 2.5427 -0.9505 1.8 1.2 1.2
H 1.8812 0.4527 2.3505 -0.1 0.7 2.2
H 0.9482 2.2457 -1.9895 -0.5 -0.6 0.0
O 1.2922 1.8457 -1.1725 -1.0 -0.5 -1.3
H -1.8498 1.4877 -2.2345 0.3 -0.8 -1.5
H -0.6698 -1.6743 2.1465 0.4 0.0 0.2
O -0.5028 2.0147 1.3635 0.0 0.2 -1.1
O -0.7428 -0.7123 2.0955 0.4 -0.6 -0.3
H 2.8342 -0.2803 1.4285 0.6 -0.2 0.1
O 0.3632 -0.7753 -2.3375 1.2 0.8 -0.7
H -0.4958 2.7907 0.7825 0.0 -0.1 0.1
H 0.5312 -3.1353 0.5825 -0.4 -0.4 -0.1
```
Forces are in eV/Å.

Summary:
* HOMO energy: -19.0 eV
* lowest unoccupied orbital energy: -6.34 eV
* net charge: +2
* gap between HOMO and LUMO: 12.69 eV
* ΔE to the lowest compared entry with this formula, charge and spin: 17.8 kcal per mole

Mulliken atomic charge list, values in e, 6 entries: -0.51 0.32 0.28 0.26 -0.52 0.30

Record 5
# C23H26N2O6

C23H26N2O6 in the gas phase (wB97M-V/def2-TZVPD, the OMol25 dataset).

The geometry in XYZ format:
```
57
Properties=species:S:1:pos:R:3:forces:R:3
C 0.9906 -2.2679 0.3559 0.0 0.0 -0.1
C -1.0641 -1.7237 -3.7549 0.2 -0.2 0.1
H -2.8532 -0.6954 -4.3169 -0.1 0.0 0.0
H 0.2753 2.8649 4.0778 0.0 0.1 0.0
C 0.9525 -4.0712 -4.9680 0.0 0.2 0.4
C -1.3928 0.6632 -3.5797 0.0 -0.4 -0.1
H -1.7453 -0.2582 4.0779 -0.1 0.0 0.0
C 2.1579 -2.7135 0.9542 0.0 0.0 0.0
H 0.2739 -3.4103 -5.5015 0.0 0.0 -0.1
O -1.2902 2.3294 2.0402 0.0 0.0 0.0
C -2.1701 2.8777 -3.0694 -0.1 0.3 0.4
C 0.3279 -1.1571 0.8484 0.1 -0.1 0.2
C -0.7359 -0.4241 4.4470 0.1 0.1 0.0
H -3.6708 2.1759 -1.6826 0.1 0.0 0.0
H -1.4702 -2.6847 -4.0278 0.0 -0.1 0.0
O 1.0879 -2.6275 -2.9958 0.1 0.2 0.1
H 0.3060 1.7571 -2.8241 0.0 0.1 0.0
O 1.9632 0.8761 5.5791 0.0 0.0 0.2
C 0.2197 -1.5995 -3.2351 0.0 0.2 0.1
C -2.7045 2.6787 -1.6392 0.2 -0.2 -0.3
H -2.8117 3.6547 -1.1669 0.0 0.0 0.0
H 3.5339 -2.4328 2.5789 0.1 -0.1 0.1
C -0.1032 0.7906 -3.0744 -0.2 0.2 -0.2
C 0.6840 -0.3301 -2.8983 0.0 -0.3 0.0
N 2.4012 -0.3256 3.7434 0.5 -0.2 -0.1
H -1.3416 2.2051 4.3421 0.0 0.0 0.0
H 0.6543 0.9503 -0.1535 0.0 0.2 0.1
H 1.0996 2.5695 0.4653 -0.1 -0.1 0.0
C 1.9838 -0.9628 2.5810 -0.3 0.0 -0.3
C 2.6455 -2.0749 2.0800 -0.1 0.1 0.0
O -0.6388 2.5177 -0.5366 0.2 0.3 0.0
C 0.1767 0.7059 3.9482 -0.4 0.1 0.5
H 1.6834 -0.2419 -2.5000 0.1 0.0 0.0
H 2.6774 -3.5717 0.5576 0.1 -0.1 0.0
H 1.9712 -3.8141 -5.2471 0.1 0.0 0.0
N 0.2378 0.6854 2.4765 0.3 -0.1 0.4
H -0.2343 -4.2183 -3.1541 0.1 0.0 0.0
H -2.8133 3.5893 -3.5944 0.2 0.0 0.1
C 0.8482 -0.4651 1.9364 0.3 -0.4 -0.2
H 3.2940 -0.5855 4.1442 -0.2 0.1 0.0
H -0.5949 -0.8281 0.3954 -0.1 0.1 0.0
C 0.7785 -3.9260 -3.4591 0.0 -0.3 -0.3
H 0.7527 -5.0975 -5.2636 0.0 -0.1 -0.1
C -0.3753 1.6223 1.6929 0.0 0.3 -0.6
H -0.3887 -1.3926 4.0908 0.0 -0.1 0.0
O -2.2518 1.7023 -3.8359 0.0 -0.2 -0.2
H -0.7511 -0.4317 5.5336 0.0 0.0 0.1
H -1.1529 3.2833 -3.0370 -0.1 0.0 -0.1
C 0.2801 1.8601 0.3175 -0.1 -0.1 0.1
C -1.8556 -0.6039 -3.9176 0.0 0.4 0.1
C -1.7694 1.8468 -0.7973 -0.4 0.0 0.0
H 1.4921 -4.5731 -2.9404 -0.2 0.0 0.0
H 0.5924 -2.7856 -0.5006 0.0 0.0 -0.1
C -0.2844 2.0438 4.5192 0.0 -0.1 0.1
O -1.9854 0.7299 -0.4061 0.0 0.0 0.0
H -0.0884 2.0345 5.5888 0.1 0.0 0.0
C 1.5919 0.4497 4.5095 -0.1 0.2 0.0
```
Forces are in eV/Å.

Summary:
* HOMO energy: -8.0 eV
* lowest unoccupied orbital energy: 0.67 eV
* gap between HOMO and LUMO: 8.72 eV
* ΔE to the lowest compared entry with this formula, charge and spin: 52.7 kcal per mole

Mulliken atomic charge list, values in e, 6 entries: -0.62 -0.24 0.42 0.42 -1.23 0.02

Record 6
# C24H42N4O6RuSSi

A molecular structure, C24H42N4O6RuSSi in a non-equilibrium geometry (wB97M-V/def2-TZVPD, the OMol25 dataset).

The geometry in XYZ format:
```
79
Properties=species:S:1:pos:R:3:forces:R:3
H 4.1967 5.4179 0.5614 -0.3 -0.1 -0.1
O -1.3917 -2.9489 1.2395 0.3 0.9 0.3
H -1.7043 -4.2130 -1.8477 0.0 0.0 -0.1
H -3.1019 -1.0841 4.3194 -0.2 0.1 0.0
N -2.7996 2.5970 -0.7706 0.2 -0.5 0.2
C -3.4541 -3.3283 0.0340 0.3 0.1 0.1
C 0.8498 1.9156 -4.1316 -0.4 0.8 -0.4
H 1.8485 -0.7587 -1.2814 0.0 0.0 -0.1
H -1.2327 -1.3521 -3.7055 -0.1 0.0 0.0
H 4.7102 6.0733 -1.6168 -0.2 -0.1 0.1
Ru -1.1781 1.0630 -0.5229 -0.8 -1.5 1.1
H 1.0561 2.9724 -4.2637 0.1 0.0 0.0
H 1.2889 3.3941 -7.4499 -0.1 -0.2 0.2
H 2.0581 0.8295 -0.5088 0.1 0.0 0.0
H -3.9663 -4.0221 -0.6266 -0.1 0.0 -0.1
N 0.1127 2.0874 -1.6057 1.1 1.2 0.3
H 1.2382 1.0856 -7.1978 -0.2 0.0 0.2
H -0.5034 -0.6644 -5.9284 0.0 -0.1 -0.1
H 0.4306 -0.5683 5.3562 0.1 0.0 0.1
C 1.6608 4.5524 1.2213 0.5 0.3 -0.4
H -3.4845 -2.3312 -0.4114 -0.1 0.1 -0.2
H -0.9512 -5.5109 0.9567 0.1 -0.1 0.0
O 1.6776 1.2381 -3.2251 0.7 -0.4 0.8
N -0.4637 0.2597 -2.7241 -0.4 0.0 1.2
H -0.2082 -4.0439 -0.9373 0.1 0.0 0.0
C -0.2067 -0.0556 -5.0881 0.5 0.6 -0.2
H -2.4125 -5.8786 0.0352 0.0 -0.1 -0.1
H 1.4001 -2.6479 1.9372 0.0 -0.1 0.2
H -2.8392 3.0859 -1.6680 0.1 -0.1 0.1
C -0.6366 -0.4525 -3.7994 0.0 0.0 0.1
C 0.5629 1.7635 -6.6420 -0.2 -0.6 -1.0
H 1.9719 5.1861 2.0373 0.0 0.1 0.1
H -2.8676 -2.7314 3.6968 -0.2 -0.2 -0.1
H 1.5551 -2.8171 0.1835 0.0 -0.1 -0.1
O 3.9728 5.4588 -1.4910 0.0 -0.3 -0.6
C 2.2275 -0.2413 -0.3999 -0.3 -0.2 0.2
C 0.4007 1.3659 -2.7478 -0.1 -0.2 -1.8
H -1.1820 0.1365 5.3853 -0.1 0.0 0.0
O -0.7686 -1.1451 3.1105 0.2 0.6 -1.2
C -1.9763 -5.2050 0.7661 0.1 0.5 -0.1
H 3.3011 -0.4030 -0.3416 0.0 0.0 0.0
C 3.4328 5.5807 -0.2222 0.4 0.7 0.7
H -0.3951 1.7486 -7.1910 0.1 -0.1 0.2
C 2.3002 4.6200 -0.0215 0.2 0.0 -0.5
H -1.1482 -2.5971 -1.3575 0.0 0.1 -0.1
H 0.0998 3.5793 2.3493 0.0 0.0 0.1
C -0.6297 -0.7976 5.4559 0.3 -0.1 -0.4
C 1.8522 3.8041 -1.0575 0.5 0.2 0.0
C 1.5591 -0.7724 0.8647 1.3 0.1 0.0
H -0.5156 -3.5978 5.3813 0.0 0.0 0.1
H 3.0537 6.6043 -0.0417 -0.1 -0.2 0.0
C -1.2115 -3.6472 -1.0638 -0.1 0.0 0.3
H -0.6108 -3.7521 3.6235 -0.1 -0.1 0.0
S -2.6420 -0.1329 0.7905 -0.3 0.4 -0.3
Si -1.0307 -1.4368 1.5712 0.0 -0.8 0.7
H 2.9568 -2.3846 1.1589 0.1 0.0 0.1
O 0.1109 -0.6375 0.6745 -0.7 0.9 -0.9
H -3.9859 -3.3010 0.9823 0.0 0.0 0.1
C -2.0076 -3.7679 0.2278 -0.4 -1.0 -0.4
H -2.8232 -2.4224 5.4417 -0.1 -0.1 0.0
H 0.7594 -2.9212 4.3653 0.2 -0.1 0.1
H 3.0274 -0.0265 2.2559 0.1 0.0 0.0
C 1.8844 -2.2491 1.0497 -0.3 0.2 -0.1
H 2.3418 3.8345 -2.0175 0.1 0.0 -0.1
C -0.3121 -3.0993 4.4395 0.2 0.4 -0.1
H -2.7115 3.3044 -0.0337 0.0 -0.2 -0.2
H -3.7016 2.1292 -0.6280 0.2 0.3 -0.1
N 0.1786 2.8900 0.4200 -0.6 0.0 0.7
C -2.5717 -2.0221 4.4647 0.7 0.2 -0.3
H -0.8038 -1.2319 6.4352 0.0 0.0 0.1
C 0.3816 1.1669 -5.2828 -0.2 -0.5 0.0
H 1.4375 -0.3047 2.9664 0.1 0.0 0.1
O 1.0928 3.0448 -6.5683 0.2 0.6 0.3
C 0.7718 2.9492 -0.8057 -0.1 0.0 -0.2
C 0.6075 3.6621 1.3977 -0.6 -0.7 -0.1
H -2.5499 -5.2755 1.6861 0.0 0.0 0.1
C 1.9590 0.0532 2.0825 -0.2 -0.2 -0.1
H 1.7073 1.1011 1.9279 0.0 0.1 0.0
C -1.0551 -1.7739 4.3713 -1.2 -0.7 1.2
```
Forces are in eV/Å.

Summary:
* HOMO energy (alpha / beta): -17.6 / -17.5 eV
* lowest unoccupied orbital energy (alpha / beta): -10.94 / -12.97 eV
* net charge: +3
* gap between HOMO and LUMO (alpha / beta): 6.64 / 4.55 eV
* 2S+1: 6
* expectation value of S²: 8.801

Mulliken atomic charge list, values in e, 6 entries: 0.42 -0.20 0.60 0.36 -0.60 -1.51